An isolated molecule of C3H7N3O2 at a distorted geometry. Source: the OMol25 dataset; level of theory: the ωB97M-V functional and the def2-TZVPD basis.

Output
Frontier orbital gap = 7.90 eV
LUMO = 0.5 eV
Energy relative to the best compared isomer or geometry (same formula, charge and spin) = 646.3 kJ/mol
E_HOMO = -7.4 eV
SMILES = [H]/N=C/CN/C=[N+](/[O-])O
Electronic energy = -11784.615 eV
Net charge = 0

Geometry as XYZ:
```
15
Properties=species:S:1:pos:R:3:mulliken_charge:R:1
H -2.968 0.183 -0.929 0.243
N -1.959 0.251 -0.729 -0.576
C -1.525 -0.651 0.133 -0.117
C -0.118 -0.713 0.423 -0.297
N 0.623 0.107 -0.579 -0.174
C 2.011 0.320 -0.618 -0.270
N 3.053 -0.377 -0.094 0.596
O 4.224 -0.015 -0.115 -0.712
O 2.673 -1.561 0.586 -0.511
H -2.098 -1.307 0.793 0.339
H -0.023 -0.361 1.482 0.232
H 0.235 -1.722 0.426 0.284
H 0.111 0.717 -1.205 0.266
H 2.472 1.171 -1.104 0.366
H 2.974 -1.795 1.547 0.331
```

A cluster of 10 separate species, C15H51N15O10 in total at a distorted geometry. Source: the OMol25 dataset; level of theory: the ωB97M-V functional and the def2-TZVPD basis.

Output
Frontier orbital gap = 9.31 eV
LUMO = -0.2 eV
E_HOMO = -9.5 eV
SMILES = COC[C@H](C)N.NC(N)=O.NC(N)=O.NC(N)=O.NC(N)=O.NC(N)=O.NC(N)=O.NC(N)=O.CCO.CCO
Electronic energy = -59214.185 eV
Net charge = 0

Geometry as XYZ:
```
91
Properties=species:S:1:pos:R:3:mulliken_charge:R:1
C -14.506 -0.012 -22.767 -0.001
O -15.607 -0.844 -23.117 -0.469
C -15.955 -1.867 -22.196 -0.684
C -17.441 -1.715 -21.818 0.379
C -17.662 -0.474 -20.978 -0.955
N -17.779 -2.908 -20.996 -0.495
H -14.535 0.377 -21.748 0.206
H -14.582 0.822 -23.469 0.285
H -13.567 -0.483 -23.057 -0.159
H -15.814 -2.888 -22.569 0.445
H -15.384 -1.846 -21.260 0.559
H -18.028 -1.662 -22.735 0.476
H -18.739 -0.412 -20.785 0.594
H -17.404 0.479 -21.449 -0.493
H -17.194 -0.472 -19.990 0.060
H -18.394 -3.457 -21.586 0.362
H -16.941 -3.478 -20.902 0.049
N -8.805 -1.091 -24.483 -0.302
C -8.900 -2.126 -23.577 0.375
N -10.091 -2.010 -22.914 -0.163
O -8.012 -2.913 -23.335 -0.643
H -7.933 -0.975 -24.967 0.177
H -9.606 -0.564 -24.790 0.250
H -10.870 -1.564 -23.368 0.243
H -10.341 -2.643 -22.173 0.223
N -20.882 0.168 -16.095 -0.375
C -20.470 -0.525 -17.202 0.509
N -19.336 0.024 -17.770 -0.239
O -21.050 -1.477 -17.667 -0.610
H -21.642 -0.220 -15.572 0.221
H -20.476 1.049 -15.845 0.168
H -19.043 -0.260 -18.686 0.247
H -18.937 0.869 -17.400 0.121
N -14.012 -3.975 -17.280 -0.432
C -15.024 -3.879 -18.197 0.594
N -15.296 -2.606 -18.636 -0.216
O -15.665 -4.830 -18.599 -0.626
H -13.804 -4.896 -16.943 0.251
H -13.414 -3.183 -17.138 0.162
H -16.246 -2.431 -18.924 0.077
H -14.800 -1.814 -18.264 0.137
N -12.172 2.440 -23.103 -0.296
C -11.275 1.407 -23.322 0.615
N -10.109 1.626 -22.635 -0.363
O -11.422 0.481 -24.099 -0.681
H -11.718 3.068 -22.470 0.111
H -12.976 2.635 -23.672 0.241
H -9.917 2.399 -22.029 0.150
H -9.349 1.000 -22.847 0.233
N -17.848 -0.737 -25.663 -0.277
C -18.129 0.544 -25.260 0.477
N -17.422 1.005 -24.196 0.061
O -18.899 1.269 -25.878 -0.705
H -18.150 -1.154 -26.520 0.201
H -17.542 -1.359 -24.933 0.185
H -17.621 1.961 -23.965 0.063
H -16.853 0.411 -23.593 0.126
N -16.732 5.212 -23.632 -0.485
C -16.288 4.076 -23.008 0.662
N -17.180 3.526 -22.110 -0.293
O -15.201 3.564 -23.222 -0.563
H -16.133 5.464 -24.399 0.255
H -17.699 5.463 -23.554 0.167
H -16.916 2.740 -21.551 -0.027
H -18.100 3.924 -22.167 0.173
N -12.691 -3.319 -21.495 -0.253
C -12.781 -3.929 -22.735 0.441
N -13.128 -3.077 -23.735 -0.057
O -12.559 -5.117 -22.836 -0.655
H -12.724 -2.344 -21.266 0.176
H -12.617 -4.019 -20.777 0.156
H -13.335 -2.127 -23.508 -0.349
H -13.079 -3.430 -24.672 0.195
C -15.705 2.184 -18.233 -0.240
C -15.710 3.690 -18.242 -0.333
O -16.496 4.157 -17.107 -0.558
H -16.736 1.823 -18.151 -0.042
H -15.234 1.706 -17.376 0.420
H -15.336 1.849 -19.209 -0.003
H -16.199 4.143 -19.101 0.137
H -14.696 4.081 -18.131 0.326
H -15.877 4.190 -16.372 0.311
C -17.540 -7.631 -21.485 -1.369
C -17.167 -6.164 -21.449 0.091
O -15.995 -5.812 -22.166 -0.458
H -17.481 -8.074 -22.483 0.322
H -18.574 -7.750 -21.145 0.377
H -16.967 -8.290 -20.827 0.342
H -17.108 -5.947 -20.375 0.167
H -17.973 -5.550 -21.847 0.225
H -15.236 -6.082 -21.637 0.288
```

A structure of composition C32H42N5O7SSbTa at a distorted geometry. Source: the OMol25 dataset; level of theory: the ωB97M-V functional and the def2-TZVPD basis.

Output
Frontier orbital gap = 7.70 eV
LUMO = -3.2 eV
Energy relative to the best compared isomer or geometry (same formula, charge and spin) = 88.6 kJ/mol
E_HOMO = -10.9 eV
Electronic energy = -74572.580 eV
Net charge = +1

Geometry as XYZ:
```
89
Properties=species:S:1:pos:R:3:mulliken_charge:R:1
Ta 0.509 -0.061 -0.339 1.115
C 2.104 -0.223 -4.528 -0.588
O 0.724 -0.347 -4.879 -0.506
C 0.062 -1.402 -4.338 -0.181
C -0.637 -2.260 -5.172 -0.567
C -1.346 -3.354 -4.673 -0.858
C -1.360 -3.617 -3.322 -0.427
C -0.707 -2.737 -2.448 -0.103
C -0.585 -3.035 -1.047 -0.167
N -0.114 -2.234 -0.145 0.323
N 0.237 -2.895 1.036 -0.794
C 1.163 -2.199 1.595 -0.107
O 1.568 -1.057 1.059 -0.382
C 1.801 -2.585 2.865 0.641
C 2.758 -1.754 3.440 -0.166
C 3.334 -2.105 4.653 -0.896
C 2.956 -3.279 5.286 -0.412
C 2.005 -4.112 4.709 -0.750
C 1.428 -3.769 3.499 -0.377
C -0.013 -1.635 -2.960 0.902
O 0.589 -0.835 -2.082 0.048
H 2.504 0.553 -5.178 0.258
H 2.631 -1.160 -4.725 0.335
H 2.231 0.058 -3.482 0.066
H -0.604 -2.057 -6.234 0.524
H -1.863 -4.007 -5.361 0.427
H -1.878 -4.481 -2.929 0.491
H -0.786 -4.053 -0.721 0.532
H 3.048 -0.841 2.938 0.469
H 4.079 -1.462 5.100 0.434
H 3.409 -3.554 6.230 0.425
H 1.719 -5.032 5.202 0.425
H 0.688 -4.412 3.040 0.489
O 1.785 1.957 2.696 -0.727
C 0.834 1.297 2.359 0.134
O 0.396 1.302 1.102 0.622
C 0.063 0.404 3.284 0.311
C 0.289 0.489 4.650 -0.828
C -0.354 -0.425 5.470 -0.649
C -1.175 -1.378 4.888 -1.012
C -1.336 -1.375 3.510 -0.276
N -0.738 -0.494 2.715 0.808
H 0.966 1.237 5.035 0.550
H -0.207 -0.402 6.541 0.462
H -1.679 -2.124 5.486 0.472
H -1.960 -2.117 3.026 0.405
C -4.509 -0.897 1.633 -1.636
C -3.577 0.295 1.492 -0.543
Sb -2.404 0.406 -0.299 0.131
C -2.748 2.497 -0.533 -0.996
C -2.061 3.381 0.497 -0.875
C -3.827 -0.242 -1.739 -0.795
C -4.164 -1.722 -1.826 -0.769
H -5.026 -0.864 2.593 0.389
H -3.974 -1.848 1.586 0.318
H -5.275 -0.912 0.858 0.429
H -2.899 0.358 2.341 0.299
H -4.142 1.229 1.461 0.648
H -3.836 2.569 -0.449 0.675
H -2.491 2.783 -1.550 0.588
H -2.317 3.097 1.520 0.289
H -2.362 4.422 0.369 0.467
H -0.976 3.325 0.402 -0.063
H -3.438 0.135 -2.685 0.495
H -4.715 0.344 -1.488 0.555
H -3.284 -2.320 -2.052 -0.015
H -4.881 -1.898 -2.629 0.441
H -4.603 -2.108 -0.907 0.194
C 2.455 4.465 -0.237 -1.215
N 2.630 3.026 -0.119 0.063
C 3.282 2.186 -0.892 1.064
S 3.076 0.472 -0.709 -0.766
N 4.180 2.568 -1.804 -0.106
C 4.818 3.868 -1.970 -1.004
H 1.535 4.713 0.286 0.266
H 2.338 4.762 -1.277 0.424
H 3.272 5.020 0.221 0.383
H 2.088 2.582 0.611 -0.254
H 4.524 1.813 -2.372 0.331
H 5.057 4.304 -1.003 0.334
H 4.208 4.560 -2.547 0.302
H 5.752 3.705 -2.501 0.360
C 0.133 2.999 -3.413 -1.821
C -0.307 1.845 -2.556 0.278
O 0.388 1.705 -1.447 0.618
O -1.229 1.109 -2.863 -0.379
H 0.160 3.915 -2.822 0.312
H -0.535 3.115 -4.261 0.381
H 1.146 2.808 -3.770 0.305
```

A structure of composition C22H33BrClHfN5O2S. Source: the OMol25 dataset; level of theory: the ωB97M-V functional and the def2-TZVPD basis.

Output
Frontier orbital gap = 8.48 eV
LUMO = -6.2 eV
Energy relative to the best compared isomer or geometry (same formula, charge and spin) = 14.5 kJ/mol
E_HOMO = -14.7 eV
Electronic energy = -129588.820 eV
Net charge = +2

Geometry as XYZ:
```
66
Properties=species:S:1:pos:R:3:mulliken_charge:R:1
Hf 0.978 2.254 0.516 0.982
C 6.790 1.488 0.129 -1.396
C 5.568 1.669 0.982 0.349
C 5.629 1.775 2.368 -0.292
C 4.480 1.944 3.130 -0.800
C 3.295 2.003 2.439 0.615
Br 1.635 2.256 3.349 -0.039
N 3.190 1.905 1.118 -0.078
C 4.311 1.739 0.399 -0.275
H 7.689 1.442 0.739 0.385
H 6.896 2.318 -0.570 0.351
H 6.723 0.567 -0.449 0.353
H 6.589 1.726 2.867 0.418
H 4.512 2.028 4.206 0.477
H 4.183 1.662 -0.674 0.564
O 0.783 2.161 -1.495 -0.480
N -0.386 2.249 -2.099 -0.677
N -1.316 2.175 -1.261 1.375
O -1.041 2.044 0.011 -0.541
C -2.710 2.225 -1.673 0.546
C -3.664 2.349 -0.679 -0.486
C -4.995 2.410 -1.069 -0.684
C -5.333 2.348 -2.413 -0.473
C -4.345 2.225 -3.384 -0.671
C -3.010 2.161 -3.024 -0.302
H -3.383 2.411 0.361 0.489
H -5.765 2.515 -0.318 0.405
H -6.371 2.400 -2.710 0.424
H -4.615 2.182 -4.430 0.411
H -2.237 2.072 -3.773 0.500
Cl -0.062 4.633 1.234 -0.106
C 1.585 4.421 0.439 -0.764
H 2.314 4.874 1.108 0.392
H 1.568 4.974 -0.497 0.439
C -0.832 -4.058 -1.986 -0.950
C 0.176 -3.453 -2.961 -0.622
C 1.046 -2.329 -2.398 -0.503
C 0.361 -0.985 -2.199 -0.741
N -0.672 -1.013 -1.149 -0.094
C -0.475 -0.891 0.159 0.193
S 1.078 -0.377 0.780 -0.219
N -1.465 -1.192 0.983 -0.027
C -1.432 -1.191 2.452 -1.009
C -1.019 -2.540 3.024 -0.488
C -1.875 -3.711 2.543 -0.097
C -3.356 -3.563 2.868 -1.206
H -1.220 -5.003 -2.366 0.443
H -1.710 -3.427 -1.819 0.207
H -0.374 -4.262 -1.015 0.220
H -0.336 -3.104 -3.863 0.281
H 0.845 -4.247 -3.295 0.359
H 1.881 -2.151 -3.080 0.436
H 1.490 -2.640 -1.446 0.234
H -0.141 -0.655 -3.110 0.532
H 1.082 -0.220 -1.924 0.188
H -1.547 -1.440 -1.424 0.348
H -2.290 -1.608 0.569 0.332
H -2.431 -0.905 2.778 0.554
H -0.743 -0.410 2.768 0.248
H -1.084 -2.458 4.112 0.424
H 0.032 -2.719 2.784 0.249
H -1.489 -4.623 3.001 0.390
H -1.737 -3.852 1.465 -0.049
H -3.512 -3.397 3.936 0.297
H -3.912 -4.457 2.592 0.390
H -3.824 -2.726 2.340 0.271
```

A cluster of 2 separate species, C4H12 in total at a distorted geometry. Source: the OMol25 dataset; level of theory: the ωB97M-V functional and the def2-TZVPD basis.

Output
Frontier orbital gap = 12.35 eV
LUMO = 1.1 eV
Energy relative to the best compared isomer or geometry (same formula, charge and spin) = 85.6 kJ/mol
E_HOMO = -11.2 eV
SMILES = CC.CC
Electronic energy = -4341.641 eV
Net charge = 0

Geometry as XYZ:
```
16
Properties=species:S:1:pos:R:3:mulliken_charge:R:1
C -1.920 -0.526 0.047 -0.598
C -2.084 -1.982 0.478 -0.824
H -1.867 -0.482 -1.048 0.292
H -2.703 0.179 0.283 0.351
H -1.028 0.043 0.393 -0.018
H -2.214 -1.948 1.575 0.254
H -2.813 -2.514 -0.134 0.286
H -1.156 -2.566 0.300 0.251
C 2.576 1.745 -0.231 -0.933
C 1.424 0.747 -0.300 -0.767
H 2.774 1.989 -1.271 0.272
H 2.479 2.736 0.238 0.323
H 3.391 1.376 0.503 0.249
H 1.193 0.411 0.716 0.298
H 1.731 -0.166 -0.798 0.280
H 0.396 1.018 -0.616 0.285
```

An isolated molecule of C6H16N2O at a distorted geometry. Source: the OMol25 dataset; level of theory: the ωB97M-V functional and the def2-TZVPD basis.

Output
Frontier orbital gap = 9.35 eV
LUMO = 0.8 eV
Energy relative to the best compared isomer or geometry (same formula, charge and spin) = 175.7 kJ/mol
E_HOMO = -8.6 eV
SMILES = CC[C@H](N)[C@](C)(O)CN
Electronic energy = -11508.234 eV
Net charge = 0

Geometry as XYZ:
```
25
Properties=species:S:1:pos:R:3:mulliken_charge:R:1
C 0.119 1.383 -2.441 -1.100
C 1.007 0.330 -1.821 -0.546
C 0.826 -0.188 -0.229 -0.072
N 1.229 -1.580 -0.180 -0.679
C -0.523 0.170 0.386 0.987
C -1.751 -0.452 -0.269 -1.614
O -0.708 1.576 0.456 -0.611
C -0.539 -0.361 2.010 -1.017
N 0.715 -0.604 2.723 -0.532
H 0.512 1.684 -3.421 0.409
H -0.874 0.990 -2.673 0.246
H 0.066 2.296 -1.841 0.239
H 2.042 0.692 -1.863 0.299
H 1.001 -0.542 -2.486 0.275
H 1.601 0.406 0.270 0.461
H 0.430 -2.212 -0.167 0.272
H 1.743 -1.762 0.682 0.344
H -1.903 -0.166 -1.310 0.237
H -1.757 -1.545 -0.240 0.349
H -2.688 -0.170 0.224 0.416
H 0.104 1.959 0.822 0.423
H -1.144 -1.270 2.096 0.372
H -1.077 0.374 2.622 0.387
H 0.533 -1.262 3.480 0.226
H 1.036 0.254 3.170 0.229
```